# 1
This record from OMol25 describes a single C3H7NS molecule in a non-equilibrium geometry. The level of theory is wB97M-V/def2-TZVPD.

Geometry as XYZ:
```
12
Properties=species:S:1:pos:R:3
C -2.103 -0.690 0.014
C -0.826 0.064 -0.071
C -0.528 1.501 0.050
N 0.193 -0.772 0.020
S 1.637 -0.094 -0.031
H -1.974 -1.683 -0.433
H -2.569 -0.998 1.092
H -2.813 -0.176 -0.710
H -0.383 1.833 1.178
H 0.057 1.919 -0.666
H -1.595 1.915 -0.330
H 2.470 -1.155 0.272
```

Calculated values
structure (SMILES)	CC(C)=NS
HOMO	-8.33	eV
relative energy (zero: lowest compared OMol25 entry of this formula, charge and spin)	200.2	kJ/mol
DFT total energy	-571.3627	a.u.
largest force on an atom	7.17	eV/A
gap between HOMO and LUMO	9.23	eV


# 2
This record from OMol25 describes 2 unconnected molecules or ions with the total composition C4H7NO in a non-equilibrium geometry. The level of theory is wB97M-V/def2-TZVPD.

Geometry as XYZ:
```
13
Properties=species:S:1:pos:R:3
O -1.193 -0.997 -1.260
C 0.069 -0.824 -0.682
C 0.861 0.487 -0.941
C 0.644 0.921 0.773
N -0.830 0.918 0.846
C -0.045 -0.401 0.759
H -1.729 -0.263 -0.905
H 0.669 -1.739 -0.787
H 0.367 1.146 -1.676
H 1.903 0.286 -1.244
H 1.292 1.388 1.558
H -1.375 0.327 1.822
H -0.649 -1.284 1.771
```

Calculated values
HOMO	-9.29	eV
relative energy (zero: lowest compared OMol25 entry of this formula, charge and spin)	623.7	kJ/mol
DFT total energy	-286.3941	a.u.
largest force on an atom	5.13	eV/A
gap between HOMO and LUMO	9.98	eV


# 3
This record from OMol25 describes a single C6H5N3O molecule in a non-equilibrium geometry. The level of theory is wB97M-V/def2-TZVPD.

Geometry as XYZ:
```
15
Properties=species:S:1:pos:R:3
C -0.138 1.749 -0.004
C 1.220 2.174 -0.069
C -0.089 0.392 0.029
C -1.135 -0.631 0.222
C 1.741 -1.161 0.032
C -1.171 -1.708 -0.655
N 2.058 1.186 -0.063
N -1.912 -0.370 1.237
N 1.269 0.048 -0.011
O 2.649 -1.900 0.067
H -1.009 2.368 0.008
H 1.578 3.185 -0.117
H -1.857 -2.520 -0.500
H -0.571 -1.737 -1.549
H -2.634 -1.075 1.373
```

Calculated values
HOMO (alpha / beta)	-7.68 / -9.35	eV
relative energy (zero: lowest compared OMol25 entry of this formula, charge and spin)	404.4	kJ/mol
DFT total energy	-470.9924	a.u.
largest force on an atom	3.59	eV/A
gap between HOMO and LUMO (alpha / beta)	6.32 / 9.62	eV


# 4
This record from OMol25 describes 2 unconnected molecules or ions with the total composition C5H9NO2S in a non-equilibrium geometry. The level of theory is wB97M-V/def2-TZVPD.

Geometry as XYZ:
```
18
Properties=species:S:1:pos:R:3
C 1.982 1.467 -0.472
C 0.698 0.675 -0.423
C -0.231 0.760 0.457
S -1.820 -0.195 0.076
N -3.134 0.868 0.143
O -1.809 -0.546 -1.350
O -1.843 -1.224 1.046
H 2.369 1.847 0.481
H 2.073 2.447 -0.985
H 2.687 0.825 -0.936
H 0.372 0.150 -1.309
H -0.049 1.283 1.338
H -3.770 0.687 1.039
H -3.739 0.726 -0.669
C 1.991 -2.590 0.020
C 1.008 -2.275 0.583
H 2.883 -3.153 -0.333
H 0.335 -1.754 1.293
```

Calculated values
structure (SMILES)	C/C=C/S(N)(=O)=O.C#C
HOMO	-10.10	eV
relative energy (zero: lowest compared OMol25 entry of this formula, charge and spin)	482.3	kJ/mol
DFT total energy	-799.1751	a.u.
largest force on an atom	4.68	eV/A
gap between HOMO and LUMO	10.56	eV


# 5
This record from OMol25 describes 2 unconnected molecules or ions with the total composition C16H17NO in a non-equilibrium geometry. The level of theory is wB97M-V/def2-TZVPD.

Geometry as XYZ:
```
35
Properties=species:S:1:pos:R:3
C -1.722 3.066 1.570
C -1.766 1.633 1.134
C -2.580 0.635 1.699
N -2.729 -0.392 0.780
C -1.965 -0.128 -0.331
C -1.542 -0.969 -1.410
C -0.828 -0.380 -2.430
C -0.500 0.997 -2.377
C -0.790 1.781 -1.313
C -1.455 1.163 -0.177
H -0.947 3.491 0.907
H -1.385 3.191 2.626
H -2.665 3.614 1.583
H -3.149 0.657 2.585
H -3.450 -1.094 0.860
H -1.692 -2.033 -1.291
H -0.661 -0.898 -3.337
H -0.197 1.524 -3.277
H -0.671 2.855 -1.148
C 2.067 1.254 0.731
C 1.951 -0.211 0.537
C 1.867 -1.160 1.514
C 1.738 -2.527 1.177
C 1.763 -2.953 -0.128
O 1.834 -4.334 -0.238
C 1.819 -2.003 -1.184
C 1.949 -0.692 -0.831
H 2.687 1.628 1.568
H 1.093 1.767 0.629
H 2.649 1.606 -0.159
H 2.043 -1.010 2.585
H 1.677 -3.328 1.917
H 1.493 -4.477 -1.133
H 1.938 -2.430 -2.152
H 2.126 0.159 -1.484
```

Calculated values
structure (SMILES)	Cc1c[nH]c2ccccc12.Cc1ccc(O)cc1
HOMO	-7.74	eV
relative energy (zero: lowest compared OMol25 entry of this formula, charge and spin)	149.3	kJ/mol
DFT total energy	-749.8434	a.u.
largest force on an atom	3.29	eV/A
gap between HOMO and LUMO	8.53	eV


# 6
This record from OMol25 describes 2 unconnected molecules or ions with the total composition C2H2Cl3OP in a non-equilibrium geometry. The level of theory is wB97M-V/def2-TZVPD.

Geometry as XYZ:
```
9
Properties=species:S:1:pos:R:3
C -0.274 0.119 0.195
C 0.947 -0.670 -0.111
O -1.577 2.442 -0.185
P -1.131 1.323 -0.985
Cl -1.753 -0.815 0.300
Cl 1.074 -2.155 0.862
Cl 0.901 -1.099 -1.850
H -0.042 0.940 1.722
H 1.854 -0.085 0.053
```

Calculated values
HOMO	-9.92	eV
relative energy (zero: lowest compared OMol25 entry of this formula, charge and spin)	421.4	kJ/mol
DFT total energy	-1874.4775	a.u.
largest force on an atom	4.59	eV/A
gap between HOMO and LUMO	9.35	eV


# 7
This record from OMol25 describes a single C21H30ClN3O3S molecule. The level of theory is wB97M-V/def2-TZVPD.

Geometry as XYZ:
```
59
Properties=species:S:1:pos:R:3
C -1.725 2.521 -3.681
C -1.285 1.799 -2.415
C -0.055 0.915 -2.646
C 0.262 0.109 -1.384
O -0.103 -1.055 -1.290
N 0.893 0.776 -0.399
C 1.043 0.168 0.917
C 2.261 -0.756 0.926
C 2.473 -1.583 2.195
C 1.234 -2.343 2.696
C 0.472 -1.630 3.813
N -0.161 -0.369 3.452
C -1.389 -0.192 2.881
O -1.757 0.935 2.586
C -2.303 -1.332 2.562
S -2.283 -2.937 3.219
C -3.591 -3.468 2.251
C -4.118 -4.863 2.359
C -4.020 -2.470 1.438
C -3.290 -1.265 1.610
Cl -3.671 0.079 0.607
C 0.705 0.810 3.400
C 1.052 1.274 1.971
N 1.093 1.641 -3.189
C 1.629 1.289 -4.499
C 2.890 2.149 -4.608
C 2.574 3.354 -3.724
C 1.583 2.811 -2.712
O 1.276 3.337 -1.652
H -2.625 3.109 -3.498
H -0.954 3.208 -4.034
H -1.945 1.815 -4.485
H -1.077 2.517 -1.623
H -2.079 1.141 -2.054
H -0.312 0.162 -3.392
H 1.059 1.770 -0.526
H 0.154 -0.449 1.050
H 2.139 -1.438 0.081
H 3.154 -0.154 0.729
H 3.266 -2.302 1.980
H 2.863 -0.955 3.001
H 0.557 -2.564 1.865
H 1.543 -3.310 3.104
H -0.264 -2.293 4.258
H 1.170 -1.402 4.622
H -4.920 -5.008 1.636
H -3.340 -5.600 2.156
H -4.517 -5.062 3.354
H -4.825 -2.569 0.724
H 0.209 1.632 3.917
H 1.603 0.560 3.959
H 2.031 1.764 1.988
H 0.316 2.018 1.671
H 1.839 0.221 -4.549
H 0.901 1.529 -5.283
H 3.739 1.602 -4.198
H 3.122 2.412 -5.638
H 3.433 3.790 -3.220
H 2.072 4.152 -4.278
```

Calculated values
structure (SMILES)	CC[C@H](C(=O)N[C@H]1CCCCN(C(=O)c2sc(C)cc2Cl)CC1)N1CCCC1=O
HOMO	-8.67	eV
relative energy (zero: lowest compared OMol25 entry of this formula, charge and spin)	25.9	kJ/mol
DFT total energy	-2066.6501	a.u.
largest force on an atom	0.28	eV/A
gap between HOMO and LUMO	9.31	eV


# 8
This record from OMol25 describes 2 unconnected molecules or ions with the total composition C5H14O in a non-equilibrium geometry. The level of theory is wB97M-V/def2-TZVPD.

Geometry as XYZ:
```
20
Properties=species:S:1:pos:R:3
C -1.656 0.763 -3.482
C -2.706 0.684 -2.371
C -4.000 1.759 -2.597
H -1.629 -0.028 -4.219
H -0.659 0.758 -3.049
H -1.816 1.630 -4.177
H -2.395 1.138 -1.415
H -2.877 -0.340 -2.185
H -4.464 1.738 -1.606
H -3.630 2.632 -3.111
H -4.591 1.180 -3.199
C 2.310 -0.571 1.880
C 2.467 -0.950 3.309
O 3.481 -1.818 3.439
H 1.856 0.451 1.747
H 3.364 -0.287 1.548
H 2.129 -1.379 1.229
H 1.611 -1.498 3.784
H 2.549 0.058 3.828
H 4.206 -1.624 2.887
```

Calculated values
structure (SMILES)	CCC.CCO
HOMO	-10.16	eV
relative energy (zero: lowest compared OMol25 entry of this formula, charge and spin)	225.4	kJ/mol
DFT total energy	-274.0562	a.u.
largest force on an atom	4.60	eV/A
gap between HOMO and LUMO	11.05	eV